73
Properties=species:S:1:pos:R:3 method="wB97M-V/def2-TZVPD" e_lumo_ev="-5.110 / -9.019" total_energy_ev=-61710.1581 fmax_ev_per_a=4.6 charge=+2 e_homo_ev="-12.085 / -12.085" relative_energy_ev=0.0000 s_squared=6.0238 spin_multiplicity=5
Pd 0.124 -0.171 5.486
C -1.232 1.696 5.119
C -1.515 0.668 4.229
C -0.991 0.620 2.810
C 0.295 -0.206 2.598
C 1.315 -0.090 3.704
C 1.599 1.099 4.386
C 1.002 2.439 4.069
C -0.295 2.821 4.821
C 1.271 -1.389 6.535
H -1.868 1.823 5.999
H -2.358 0.005 4.463
H -0.855 1.635 2.406
H -1.777 0.144 2.202
H 0.015 -1.269 2.549
H 0.736 0.057 1.625
H 1.980 -0.944 3.883
H 2.470 1.110 5.052
H 0.858 2.560 2.988
H 1.751 3.182 4.380
H -0.009 3.278 5.781
H -0.796 3.611 4.236
H 1.043 -1.309 7.606
H 2.321 -1.128 6.339
H 1.043 -2.398 6.154
P 1.279 -1.252 -2.797
P -1.701 -0.710 -2.414
N 2.729 -0.288 -2.704
N 2.041 -2.514 -3.820
N -1.973 1.004 -2.194
N -3.376 -1.084 -2.807
C 0.453 -0.300 -4.157
C -1.054 -0.611 -4.167
C 3.086 0.357 -1.508
C 4.109 1.249 -1.781
C 4.403 1.157 -3.183
C 3.542 0.212 -3.727
C 2.221 -3.816 -3.329
C 2.676 -4.626 -4.363
C 2.782 -3.808 -5.536
C 2.397 -2.520 -5.169
C -1.822 1.594 -0.930
C -1.950 2.967 -1.061
C -2.178 3.247 -2.448
C -2.194 2.029 -3.114
C -4.307 -0.392 -3.592
C -5.383 -1.232 -3.851
C -5.102 -2.494 -3.224
C -3.871 -2.384 -2.600
H 0.878 -0.545 -5.138
H 0.631 0.772 -3.975
H -1.601 0.127 -4.773
H -1.259 -1.608 -4.595
H 2.559 0.108 -0.599
H 4.589 1.901 -1.067
H 5.149 1.721 -3.723
H 3.439 -0.143 -4.743
H 1.998 -4.032 -2.296
H 2.904 -5.681 -4.296
H 3.090 -4.121 -6.523
H 2.346 -1.624 -5.774
H -1.635 0.964 -0.073
H -1.889 3.694 -0.261
H -2.312 4.218 -2.903
H -2.345 1.815 -4.164
H -4.131 0.629 -3.897
H -6.264 -0.979 -4.422
H -5.733 -3.371 -3.240
H -3.283 -3.089 -2.034
O 0.115 2.150 9.394
C -0.006 1.423 8.393
O 0.644 1.393 7.291
H -0.819 0.647 8.474